Molecular formula: C12H15BiCl4N3O2
Method: DFT, ωB97M-V/def2-TZVPD

Properties
Electronic energy in Ha: -2836.204159
Net charge: +1

Last column: Mulliken charge in e.
Element x y z (Å)
Bi (-0.75249, -0.71606, -0.33959)  1.3942
C (1.43737, -0.46158, 2.08786)  -0.9503
C (1.59839, 0.93521, 1.50214)  -0.7104
N (0.79929, 1.11566, 0.27297)  -0.0228
C (0.07716, 2.39796, 0.18992)  -0.6811
C (-1.09109, 2.41726, 1.16847)  -0.7402
N (-1.86778, 1.16595, 1.07382)  -0.2158
C (-2.11578, 0.47006, 2.35145)  -0.9427
C (-0.83682, -0.03478, 3.01341)  -0.4955
N (0.01278, -0.84558, 2.10926)  -0.2875
H (1.96093, -1.19085, 1.46925)  0.4395
H (1.87495, -0.48213, 3.08978)  0.4451
H (1.29255, 1.69113, 2.22463)  0.3493
H (2.65406, 1.11610, 1.29630)  0.4213
H (1.41754, 1.05275, -0.53324)  0.3198
H (0.74556, 3.23855, 0.39340)  0.4075
H (-0.28236, 2.49319, -0.83565)  0.3374
H (-0.73928, 2.53990, 2.19307)  0.2532
H (-1.72485, 3.27858, 0.95733)  0.5146
H (-2.76272, 1.35475, 0.63507)  0.3261
H (-2.64182, 1.11441, 3.06285)  0.4221
H (-2.77902, -0.37250, 2.13886)  0.3756
H (-0.24750, 0.80107, 3.38760)  0.2296
H (-1.11741, -0.61789, 3.89161)  0.4751
H (-0.05105, -1.82319, 2.37236)  0.3468
Cl (3.21168, 1.67469, -5.37390)  -0.1640
C (2.60014, 0.73084, -4.07933)  0.2770
C (3.41219, -0.21974, -3.45725)  0.2590
Cl (5.02838, -0.45388, -3.98082)  -0.1660
C (2.91440, -0.97112, -2.39490)  0.1194
Cl (3.88744, -2.12204, -1.56718)  -0.1644
C (1.60119, -0.79702, -1.97150)  0.4784
O (1.09231, -1.50126, -0.93166)  -0.9874
C (0.78415, 0.15569, -2.59771)  0.3975
O (-0.47824, 0.32389, -2.13980)  -1.0128
C (1.29302, 0.92590, -3.63827)  0.1150
Cl (0.26863, 2.11197, -4.34464)  -0.1627